[1]
120
Properties=species:S:1:pos:R:3:mulliken_charge:R:1 method="wB97M-V/def2-TZVPD" homo_ev=-8.14 molar_mass_g_mol=1155.74 smiles="O=C1OC[C@@H](F)O1.O=C1OC[C@@H](F)O1.O=C1OC[C@@H](F)O1.O=C1OC[C@@H](F)O1.O=C1OC[C@@H](F)O1.O=C1OC[C@@H](F)O1.O=C1OC[C@@H](F)O1.O=C1OC[C@@H](F)O1.O=C1OC[C@@H](F)O1.c1cc[nH]c1.c1cc[nH]c1.c1cc[nH]c1" spin_multiplicity=1 energy_ev=-125335.07470 e_lumo_ev=0.15 relative_energy_ev=0.649 largest_force_ev_per_a=5.64
N -1.38912 3.63948 -2.10900 0.14
C -1.83969 4.78758 -1.52759 -0.52
C -0.72827 5.62597 -1.50219 -1.30
C 0.36644 4.99281 -2.05745 -0.17
C -0.07794 3.72148 -2.50890 -1.54
H -1.90550 2.78330 -2.13741 0.23
H -2.83714 4.85835 -1.10753 0.66
H -0.74628 6.66135 -1.24875 0.48
H 1.31535 5.42093 -2.26779 0.92
H 0.36829 3.00554 -3.12423 1.03
N -4.44022 0.03695 -2.32037 0.33
C -5.41566 0.74867 -1.67126 -1.03
C -4.84370 1.19797 -0.51853 -0.95
C -3.48251 0.84207 -0.49354 1.40
C -3.28628 0.12624 -1.65170 -1.11
H -4.51484 -0.53086 -3.14616 0.23
H -6.40663 0.86887 -2.08654 0.42
H -5.24169 1.79403 0.30488 0.38
H -2.83508 1.03275 0.38130 -0.12
H -2.37324 -0.29326 -2.09504 0.48
N 0.04260 -0.44623 -0.94445 1.43
C 0.40179 -1.74709 -0.70698 -1.49
C 0.40946 -1.95156 0.66068 -0.23
C 0.01916 -0.76843 1.28309 0.00
C -0.19486 0.15672 0.27783 -2.31
H 0.01308 0.03443 -1.85530 0.02
H 0.57778 -2.46586 -1.47421 0.72
H 0.72528 -2.90313 1.08348 0.64
H 0.08125 -0.44698 2.32214 0.03
H -0.47119 1.19156 0.29482 1.30
C -2.70806 4.23195 3.25486 -0.39
C -3.25408 3.88742 1.86408 1.00
O -2.07372 3.59230 1.11169 0.45
C -1.00312 4.21576 1.75820 0.09
O 0.02984 4.23400 1.28942 -0.18
O -1.32589 4.59860 2.99572 -0.41
F -3.97424 4.95833 1.29753 -0.44
H -2.82100 3.36420 3.96196 0.06
H -3.19568 5.11170 3.71061 0.45
H -3.93784 3.05597 1.91722 -0.46
C 1.37884 -6.04597 -1.00542 0.04
C 2.26154 -6.41562 0.16626 0.31
O 1.87592 -7.76862 0.40751 -0.38
C 0.61574 -7.98273 -0.08591 0.55
O -0.13811 -8.88476 0.17104 -0.54
O 0.31312 -7.01151 -0.97547 -0.36
F 2.00205 -5.65762 1.29957 -0.24
H 1.88678 -6.16984 -1.95025 0.20
H 0.91940 -5.12838 -0.80149 0.07
H 3.30539 -6.37543 -0.01112 0.33
C -3.34911 -0.56714 2.80300 0.37
C -3.67628 -1.10688 4.15301 0.16
O -4.67365 -0.26288 4.63952 -0.40
C -4.93634 0.76530 3.72196 0.29
O -5.69023 1.59027 3.94274 -0.46
O -4.01730 0.69730 2.72301 0.19
F -2.71704 -1.20384 5.10260 -0.25
H -3.66205 -1.23766 1.98051 0.29
H -2.27806 -0.39558 2.57391 -0.39
H -4.13382 -2.10417 4.14109 0.23
C 4.00626 -2.12619 -1.03211 -0.16
C 4.80282 -1.87678 -2.32145 0.32
O 3.91554 -2.34800 -3.30877 -0.37
C 3.11900 -3.27486 -2.78272 0.61
O 2.31163 -3.85548 -3.43111 -0.50
O 3.32651 -3.34751 -1.44044 -0.19
F 5.89004 -2.66865 -2.39050 -0.32
H 3.30083 -1.30759 -0.93948 -0.01
H 4.58468 -2.21542 -0.11252 0.37
H 5.13788 -0.86430 -2.49726 0.29
C -0.72723 -3.85694 -4.76136 0.26
C -1.04089 -3.07611 -6.00032 0.46
O -2.24475 -2.39878 -5.67987 -0.36
C -2.72006 -2.77944 -4.47170 0.71
O -3.77142 -2.38425 -4.05074 -0.65
O -1.91000 -3.63329 -3.88635 -0.31
F -1.23237 -3.91784 -7.05844 -0.33
H 0.15523 -3.43335 -4.30450 -0.26
H -0.75219 -4.93365 -4.91053 0.27
H -0.30111 -2.37275 -6.32638 0.18
C 2.19639 2.48882 4.49460 -0.52
C 1.37425 2.74386 5.69534 -0.05
O 0.10909 2.02872 5.42602 -0.25
C 0.07597 1.84409 4.09092 -0.02
O -0.83663 1.31177 3.51281 -0.47
O 1.23249 2.22244 3.49503 0.29
F 1.03258 4.01859 5.85347 -0.28
H 2.84550 1.62567 4.69228 0.36
H 2.71934 3.39880 4.15795 0.34
H 1.85759 2.35780 6.57270 0.36
C -0.19501 -2.33519 6.38229 -0.48
C 0.00672 -1.32496 5.25489 0.57
O -0.06380 -2.12848 4.13401 0.05
C 0.19993 -3.42488 4.45505 0.34
O 0.33199 -4.29690 3.66319 -0.48
O 0.39745 -3.55332 5.80232 -0.38
F 1.34554 -0.87125 5.36573 -0.39
H -1.25004 -2.56929 6.63017 0.24
H 0.37439 -1.91934 7.19057 0.38
H -0.70944 -0.48950 5.16334 0.20
C 3.30001 0.92372 -5.79373 -0.53
C 3.02630 2.11908 -4.85280 0.41
O 2.07758 1.69844 -3.91290 0.00
C 1.60281 0.46666 -4.37750 0.11
O 0.70913 -0.09736 -3.85976 -0.29
O 2.31353 -0.02715 -5.42565 -0.35
F 2.42620 3.16417 -5.56541 -0.36
H 4.26699 0.54896 -5.51405 0.25
H 3.27908 0.99679 -6.89628 0.30
H 3.84333 2.52800 -4.31910 0.29
C 2.43236 2.72635 0.09278 1.28
C 3.00070 4.04168 -0.27607 1.00
O 4.09336 3.76317 -1.16672 -0.41
C 4.29333 2.39585 -1.21459 0.52
O 5.19380 1.93281 -1.78641 -0.54
O 3.34891 1.77936 -0.50070 -0.11
F 3.57190 4.75203 0.75101 -0.38
H 1.47984 2.57639 -0.46294 -0.61
H 2.35203 2.60633 1.17765 -0.48
H 2.18053 4.69034 -0.63364 -0.19



[2]
13
Properties=species:S:1:pos:R:3:mulliken_charge:R:1 method="wB97M-V/def2-TZVPD" homo_ev=-9.80 molar_mass_g_mol=112.10 smiles="O=C1C=C[C@@H]2C[C@]12F" spin_multiplicity=1 energy_ev=-11065.73584 e_lumo_ev=-0.18 relative_energy_ev=1.127 largest_force_ev_per_a=2.96
C 1.00009 0.09676 -0.22044 0.79
C 0.76773 -0.91013 0.88910 -0.87
C -0.03818 -1.00106 -0.33496 -0.21
C -1.37100 -0.25048 -0.42483 -0.49
C -1.17736 1.07124 -0.29870 -0.43
C 0.25497 1.37589 -0.10325 0.40
H 1.53995 -1.67202 1.11273 0.28
H 0.25906 -0.59662 1.84728 0.23
H 0.05768 -1.73886 -1.07794 0.42
H -2.32273 -0.68500 -0.60325 0.46
H -2.07745 1.78486 -0.21000 0.30
O 0.85137 2.39694 0.24058 -0.56
F 2.25588 0.12848 -0.81631 -0.32



[3]
75
Properties=species:S:1:pos:R:3:mulliken_spin:R:1 method="wB97M-V/def2-TZVPD" homo_ev="-8.21 / -8.28" molar_mass_g_mol=598.44 spin_multiplicity=3 energy_ev=-103833.47124 e_lumo_ev="-0.87 / -0.87" largest_force_ev_per_a=2.62
Ni 14.85086 10.40270 8.26704 1.75
C 20.54915 9.33018 8.04430 0.00
C 19.26338 9.09360 8.78357 0.00
C 19.46664 9.03427 10.30005 0.00
C 18.52011 7.87516 8.24660 0.00
O 18.31867 10.20670 8.43198 0.01
Si 18.11755 11.79717 8.59306 -0.01
S 16.04149 12.23791 8.54815 0.08
O 18.73023 12.28277 10.01200 0.01
C 19.18143 13.52998 10.68935 0.00
C 20.36023 14.03733 9.83236 0.00
C 19.60706 13.10324 12.10422 0.00
C 17.97055 14.45675 10.78744 0.00
O 18.85190 12.57662 7.39523 0.01
C 18.54038 12.81679 5.98685 0.00
C 19.91966 12.96471 5.32308 0.00
C 17.74330 14.14544 5.93615 0.00
C 17.82984 11.63036 5.37239 0.01
H 21.34634 8.63706 8.35438 0.00
H 20.95087 10.31913 8.26654 0.00
H 20.39392 9.19503 6.97207 0.00
H 20.23160 8.32261 10.57808 0.00
H 18.54233 8.72903 10.79626 0.00
H 19.69901 10.05344 10.69156 0.00
H 19.12205 6.95033 8.36057 0.00
H 18.24561 7.99313 7.17718 0.00
H 17.57358 7.67456 8.78580 0.00
H 21.15455 13.30606 9.83730 0.00
H 20.75139 14.98955 10.23030 0.00
H 19.94027 14.19914 8.82913 0.00
H 20.17472 12.11950 12.01753 0.00
H 18.71338 13.02081 12.72290 0.00
H 20.21278 13.92851 12.51448 0.00
H 17.51948 14.69064 9.80574 0.00
H 18.26204 15.39561 11.31819 0.00
H 17.21672 13.93762 11.39982 0.00
H 20.60879 13.58760 5.96833 0.00
H 19.87925 13.47906 4.35119 0.00
H 20.34829 11.94859 5.19450 0.00
H 18.34726 14.96950 6.38364 0.00
H 16.79777 13.97799 6.45982 0.00
H 17.51170 14.36842 4.86832 0.00
H 18.35118 10.68918 5.66504 0.00
H 17.86660 11.69905 4.23842 0.00
H 16.77717 11.62037 5.67649 0.00
C 9.41282 5.61832 6.67562 0.00
C 9.51935 6.23284 8.05170 0.00
C 8.12110 6.63707 8.58806 0.00
C 7.57794 7.92190 8.01848 0.00
C 8.63117 9.02468 8.07114 0.00
C 8.22917 10.39420 8.05928 0.00
C 9.16650 11.36437 8.36892 0.00
F 8.84011 12.69136 8.39107 0.00
C 10.48627 11.07135 8.62745 0.00
C 10.91576 9.75764 8.42572 0.02
C 12.30427 9.50693 8.32546 -0.02
O 13.05700 10.49747 8.65670 0.07
C 12.69900 8.20051 7.89734 -0.01
C 11.76679 7.19849 7.86883 0.00
N 10.44425 7.39369 7.99568 0.00
C 9.97840 8.68535 8.25267 0.00
C 14.15918 7.73179 7.76338 0.01
O 14.34082 6.49623 7.73041 0.01
O 15.09075 8.60824 7.74612 0.06
H 8.75073 4.75141 6.78990 0.00
H 10.40278 5.26632 6.28421 0.00
H 8.99335 6.31728 5.90102 0.00
H 9.94884 5.55482 8.76758 0.00
H 8.20341 6.65961 9.67976 0.00
H 7.38556 5.85529 8.36343 0.00
H 6.68004 8.25254 8.57135 0.00
H 7.26578 7.80390 6.97340 0.00
H 7.16214 10.59800 7.98588 0.00
H 11.26839 11.81851 8.89778 0.00
H 12.05718 6.16575 7.79275 0.00



[4]
31
Properties=species:S:1:pos:R:3:mulliken_charge:R:1 method="wB97M-V/def2-TZVPD" homo_ev=-8.99 molar_mass_g_mol=233.70 smiles="CC(=O)[C@]1([C@@H](Cl)N(C)C)CCCOC1=O" spin_multiplicity=1 energy_ev=-30783.65715 e_lumo_ev=0.69 relative_energy_ev=0.000 largest_force_ev_per_a=1.94
C -2.07054 -0.04267 -1.79220 -1.00
N -1.00956 -0.83192 -1.15065 0.22
C -1.02323 -2.23175 -1.53804 -1.26
C 0.28388 -0.13077 -1.13127 -0.87
Cl 1.66016 -1.14843 -1.69264 -0.14
H -2.89531 -0.69831 -2.09787 0.40
H -2.46878 0.72453 -1.11099 0.29
H -1.68370 0.47068 -2.68732 0.32
H -2.03245 -2.62587 -1.36107 0.41
H -0.77224 -2.34463 -2.60538 0.37
H -0.29977 -2.77640 -0.92037 0.38
H 0.20555 0.63939 -1.91609 0.50
C 2.78847 1.82377 -0.50536 -1.29
C 1.35310 1.85373 -0.11881 0.31
C 0.57759 0.53783 0.20844 2.35
C -0.72726 0.89174 1.01568 -0.78
C -0.76992 0.30611 2.39939 -0.78
C -0.43055 -1.16692 2.36477 -0.52
O 0.77832 -1.45463 1.59149 -0.34
C 1.44452 -0.40375 1.05089 -0.08
O 2.64067 -0.26824 1.22002 -0.56
O 0.75471 2.92926 -0.08665 -0.60
H 3.17988 0.82175 -0.66030 0.34
H 2.90592 2.43239 -1.40872 0.32
H 3.34938 2.30594 0.30407 0.33
H -0.84610 1.97804 1.04048 0.26
H -1.55077 0.45699 0.45464 -0.01
H -0.08484 0.86837 3.04728 0.29
H -1.78257 0.40815 2.80608 0.47
H -0.23939 -1.56472 3.36661 0.34
H -1.23516 -1.75965 1.91387 0.32



[5]
15
Properties=species:S:1:pos:R:3:mulliken_charge:R:1 method="wB97M-V/def2-TZVPD" homo_ev=-9.05 molar_mass_g_mol=133.17 spin_multiplicity=1 energy_ev=-20674.39327 e_lumo_ev=0.00 relative_energy_ev=8.343 largest_force_ev_per_a=4.71
C 3.48953 -0.17544 -0.00514 -0.59
C 0.05951 0.64266 0.09002 0.43
C -0.44600 -0.76770 0.75705 -0.45
C -0.89120 1.86945 -0.20806 0.02
H 4.23074 -0.48812 -1.05260 0.25
H 4.19651 -0.84214 1.17187 0.23
H 3.51316 0.88560 0.54284 0.31
H -0.82912 -0.32484 1.74669 0.30
H 0.55256 -1.48887 0.79535 0.33
H -2.99400 -0.74648 0.38808 0.17
H -0.30572 2.55282 -0.84324 0.36
N 1.24376 0.71731 -0.31044 -0.45
O 1.92054 -0.53528 -0.15066 -0.23
O -2.02965 1.93946 0.19792 -0.46
S -1.84178 -1.57602 -0.29732 -0.23



[6]
15
Properties=species:S:1:pos:R:3:mulliken_spin:R:1 method="wB97M-V/def2-TZVPD" homo_ev="-14.86 / -14.64" molar_mass_g_mol=199.96 spin_multiplicity=3 energy_ev=-13369.52193 total_charge=+1 e_lumo_ev="-4.07 / -7.36" relative_energy_ev=0.000 largest_force_ev_per_a=4.16
H 2.81473 2.18149 0.59429 -0.02
O 3.03061 1.32255 0.05548 0.61
O 0.12641 1.95265 -0.23793 0.84
C -0.96186 1.38156 0.33669 0.01
C -1.16807 -0.07951 -0.03064 -0.01
O 0.11769 -0.65588 -0.22221 0.01
C 0.12056 -2.08517 -0.25760 -0.01
Ag 1.58646 0.59710 -0.90918 0.37
H -1.86708 2.00096 0.20937 0.05
H -0.72930 1.47036 1.43355 0.11
H -1.75396 -0.17030 -0.95791 0.01
H -1.70050 -0.60064 0.77643 0.00
H 1.16217 -2.40955 -0.34636 0.00
H -0.31257 -2.47049 0.67384 0.00
H -0.46531 -2.43515 -1.11782 0.00